Below is 2 unconnected molecules or ions with the total composition C6H18N3 in a non-equilibrium geometry, with properties calculated with ωB97M-V/def2-TZVPD.

Element x y z (Å)
C  -0.6021  1.0073  -1.5950
C  -1.1547  1.0843  0.8704
C  0.8432  -1.5473  -1.2124
C  0.5942  -1.3593  1.2561
C  -0.3348  0.4650  -0.2143
C  -0.0036  -0.9847  -0.0871
N  1.4195  2.2498  1.2091
N  1.6050  1.4669  0.1545
N  -1.3900  -1.7528  -0.1827
H  0.2183  0.8081  -2.2787
H  -1.5171  0.5958  -2.0309
H  -0.7379  2.0850  -1.5407
H  -1.9720  1.6750  0.4602
H  -0.5158  1.7794  1.4467
H  -1.5600  0.3791  1.5951
H  1.0432  -2.6041  -1.0523
H  0.3749  -1.4228  -2.1842
H  1.7932  -1.0215  -1.2240
H  1.5320  -0.8242  1.3537
H  0.8050  -2.4258  1.3067
H  -0.0437  -1.0838  2.0896
H  1.3159  3.2560  1.1270
H  1.8093  1.8971  2.0709
H  1.5631  1.9986  -0.7113
H  -1.6769  -1.7989  -1.1656
H  -2.0927  -1.2191  0.3457
H  -1.3157  -2.7031  0.1935

Calculated values
HOMO level (alpha / beta) ... -11.08 / -11.08 eV
Net charge ... +1
Orbital gap (alpha / beta) ... 8.02 / 8.02 eV
Energy relative to the best compared isomer or geometry (same formula, charge and spin) ... 85.79 kcal per mole

***

Below is 2 unconnected molecules or ions with the total composition C5H9P in a non-equilibrium geometry, with properties calculated with ωB97M-V/def2-TZVPD.

Element x y z (Å)
C  -1.0507  1.3522  1.2847
C  1.8850  -0.5077  0.9416
C  0.6831  -1.1044  0.2764
C  1.3650  0.2910  -0.1547
C  -1.5871  -0.0347  -1.2101
P  -0.3821  0.3833  0.1357
H  -2.0536  1.3428  1.4095
H  -0.3832  1.8366  1.9862
H  1.8329  -0.1281  1.9169
H  2.8551  -1.1694  0.9533
H  0.7853  -2.5815  -0.7467
H  1.7424  0.7274  -1.1177
H  -1.2193  -0.9665  -1.5320
H  -2.6122  -0.0548  -0.7967
H  -1.4075  0.7221  -2.0649

Calculated values
HOMO level ... -7.53 eV
Net charge ... 0
Orbital gap ... 7.65 eV
Energy relative to the best compared isomer or geometry (same formula, charge and spin) ... 135.21 kcal per mole

***

Below is CH2N2O3 in the gas phase in a non-equilibrium geometry, with properties calculated with ωB97M-V/def2-TZVPD.

Element x y z (Å)
C  0.3945  -0.5557  -0.3076
N  -0.0838  1.7634  -0.3623
N  -0.6590  -1.5869  1.3996
O  0.6833  -1.6182  -0.7366
O  0.5169  0.6694  -0.8321
O  -0.4414  -0.5044  0.8009
H  0.4107  2.6375  -0.8007
H  -0.2533  -2.4493  0.9403

Calculated values
HOMO level (alpha / beta) ... -9.36 / -10.43 eV
Spin multiplicity ... 3
Net charge ... 0
Orbital gap (alpha / beta) ... 10.00 / 9.08 eV
Energy relative to the best compared isomer or geometry (same formula, charge and spin) ... 26.60 kcal per mole

***

Below is a molecular structure, C8H24ClI2P2PdS in a non-equilibrium geometry, with properties calculated with ωB97M-V/def2-TZVPD.

Element x y z (Å)
I  -0.8174  -1.4130  0.3256
I  -0.7553  1.7016  -0.1936
Pd  2.0186  -0.4930  -0.1744
P  1.5584  0.0337  2.0405
C  0.0501  0.2867  3.0220
C  2.3204  -1.4198  2.7890
H  2.6573  -1.1953  3.8053
H  2.8975  1.3827  3.4921
H  3.1640  -1.6828  2.1385
H  3.5085  1.3407  1.7766
H  -0.6338  -0.5695  2.9268
H  1.5734  -2.2225  2.7890
C  2.6286  1.4264  2.4286
H  0.2870  0.4209  4.0892
H  2.0618  2.3385  2.1991
H  -0.4862  1.1728  2.6620
P  1.1119  -0.5016  -2.3701
C  -0.5933  -0.4048  -3.0484
C  1.9667  0.7910  -3.3042
H  2.7638  -2.1586  -2.5848
H  1.8455  -2.0417  -4.1343
H  1.1057  -2.8697  -2.7116
C  1.7677  -2.0532  -3.0380
H  2.9825  0.8504  -2.8888
H  1.9875  0.5578  -4.3798
H  -0.6500  -0.5295  -4.1454
H  -1.0285  0.5724  -2.7934
H  1.4109  1.7213  -3.1171
H  -1.2371  -1.1681  -2.5923
Cl  4.3454  -0.1721  -0.5022
C  -4.5810  -0.5855  0.9821
S  -3.8292  0.3171  -0.3960
C  -4.2291  1.9665  0.2354
H  -3.9955  -1.4818  1.1833
H  -5.5646  -0.8549  0.5793
H  -4.6914  -0.0089  1.9105
H  -3.7597  2.1987  1.2059
H  -3.8334  2.6660  -0.5078
H  -5.3277  2.0812  0.3011

Calculated values
HOMO level (alpha / beta) ... -18.75 / -19.18 eV
Spin multiplicity ... 5
Net charge ... +3
Orbital gap (alpha / beta) ... 5.79 / 4.59 eV
Energy relative to the best compared isomer or geometry (same formula, charge and spin) ... 23.82 kcal per mole

***

Below is C6H11N in the gas phase in a non-equilibrium geometry, with properties calculated with ωB97M-V/def2-TZVPD.

Element x y z (Å)
C  1.4532  0.2516  0.7035
C  -0.0368  0.3621  1.1325
C  -1.0871  0.2099  0.1050
C  -1.9672  1.2036  -0.1743
C  -0.3439  -2.1116  -0.6728
C  -1.1132  -1.0249  -0.7330
N  1.6481  1.1597  -0.4387
H  2.0291  0.4678  1.6032
H  1.7018  -0.7464  0.3477
H  -0.0305  1.4207  1.4133
H  -0.1280  -0.2189  2.0562
H  -1.6856  2.2212  0.0411
H  -2.6879  0.9553  -0.9732
H  -0.6448  -3.0025  -1.2220
H  0.4401  -2.1685  0.0614
H  -1.8642  -1.0947  -1.5394
H  1.7009  0.6301  -1.3088
H  2.6160  1.4853  -0.4017

Calculated values
HOMO level ... -8.70 eV
Net charge ... 0
Orbital gap ... 9.60 eV
Energy relative to the best compared isomer or geometry (same formula, charge and spin) ... 45.72 kcal per mole

***

Below is 2 unconnected molecules or ions with the total composition C4H12O in a non-equilibrium geometry, with properties calculated with ωB97M-V/def2-TZVPD.

Element x y z (Å)
C  0.7787  -1.5843  0.6173
C  0.3416  -0.5607  -0.4188
C  0.7581  0.9283  0.0128
C  -0.0119  2.1060  -0.6849
H  1.7887  -2.0084  0.3160
H  0.1668  -2.5341  0.5819
H  0.8548  -1.2895  1.5925
H  -0.6822  -0.7161  -0.5999
H  0.8323  -0.7468  -1.4334
H  1.8385  1.1862  -0.3604
H  0.6600  0.9858  1.1377
H  0.0816  1.7848  -1.7569
H  0.2935  3.0456  -0.5149
H  -1.0221  2.1341  -0.4267
H  -1.4791  -0.7734  0.7103
H  -2.8487  -1.1796  0.2519
O  -2.3506  -0.7780  0.9755

Calculated values
HOMO level ... -11.15 eV
Net charge ... 0
Orbital gap ... 12.15 eV
Energy relative to the best compared isomer or geometry (same formula, charge and spin) ... 29.64 kcal per mole

***

Below is a molecular structure, C13H16I2N3ORh in a non-equilibrium geometry, with properties calculated with ωB97M-V/def2-TZVPD.

Element x y z (Å)
C  3.1753  1.7231  -0.7849
I  4.3435  0.1505  -1.2010
H  3.5992  2.6349  -1.2164
H  2.1926  1.5128  -1.1951
H  3.0769  1.8082  0.2964
C  -0.2713  -1.9703  -3.6419
C  -0.3454  -0.4477  -1.9727
N  -0.1008  -1.7464  -2.2745
H  -0.9202  -0.5384  -5.1835
I  -3.5852  -0.0132  0.0610
N  -0.7300  0.1277  -3.1413
H  -0.1461  -2.9234  -4.0913
Rh  -0.6653  0.1975  -0.1394
C  -1.7785  1.7007  -0.0648
O  -1.9963  2.8531  0.0281
C  -0.6512  -0.7898  -4.1704
C  -1.1941  1.4874  -3.3304
H  -1.6947  1.5088  -4.3158
H  -0.3517  2.2082  -3.3592
H  -1.9013  1.7769  -2.5588
C  0.1891  -2.8380  -1.3754
H  1.0508  -3.4123  -1.7596
H  -0.6704  -3.5310  -1.3447
H  0.3949  -2.4643  -0.3750
N  0.0893  0.1452  1.5621
C  -0.2078  0.3857  2.8382
C  0.2957  -0.5043  3.8692
C  0.0893  -0.2080  5.1820
C  -0.6426  0.9427  5.5602
C  -1.1899  1.7752  4.5754
C  -1.0024  1.5059  3.2350
H  0.8262  -1.3966  3.5131
H  0.4862  -0.8557  5.9415
H  -0.7921  1.1712  6.6041
H  -1.7749  2.6465  4.8506
H  -1.4501  2.1093  2.4582

Calculated values
HOMO level (alpha / beta) ... 2.20 / -2.22 eV
Spin multiplicity ... 5
Net charge ... -2
Orbital gap (alpha / beta) ... 0.68 / 6.27 eV
Energy relative to the best compared isomer or geometry (same formula, charge and spin) ... 27.88 kcal per mole